Record 1
C10H15F5N3OSSnTe as an isolated structure, computed with ωB97M-V/def2-TZVPD.

XYZ file:
```
37
Properties=species:S:1:pos:R:3:mulliken_charge:R:1
F 0.351 -5.236 3.676 -0.36
C 3.318 0.069 1.173 -0.22
H -4.323 -0.568 -3.383 0.31
H -2.278 -0.391 -4.713 0.37
H 4.259 0.524 -0.690 0.40
H 1.812 2.344 3.196 0.36
H -3.723 1.517 -0.610 0.21
C 2.340 1.945 2.336 -0.26
O -0.202 -2.558 3.325 -0.79
C -2.229 0.689 -1.623 0.16
H 2.512 3.843 1.370 0.40
N -1.787 0.303 -2.819 -0.11
H -2.274 1.366 -4.565 0.28
S -1.264 0.487 -0.225 -0.45
H 3.736 2.938 -0.580 0.42
N -3.434 1.247 -1.535 -0.11
H 2.054 0.202 4.179 0.29
H -5.351 1.377 -2.317 0.37
H 3.554 -0.986 1.125 0.42
Te 0.850 -3.852 2.593 2.24
F -0.403 -4.304 1.315 -0.37
C 2.738 2.787 1.310 -0.62
Sn -0.040 -0.694 2.329 1.16
C -2.547 0.436 -4.059 -0.54
H -4.189 2.468 -3.071 0.28
C 3.715 0.924 0.154 -0.75
H -0.873 -0.117 -2.831 0.20
F 2.283 -3.430 3.698 -0.40
C -4.032 0.421 -3.741 -0.59
N 2.120 -0.293 3.294 -0.50
C -4.326 1.460 -2.672 -0.55
H 2.708 -1.112 3.435 0.26
F 2.033 -4.901 1.666 -0.35
C 2.638 0.589 2.264 0.54
C 3.424 2.278 0.217 -0.49
F 1.434 -2.411 1.418 -0.53
H -4.607 0.638 -4.639 0.34
```

Results
E_tot = -2009.2496 hartree
Gap between HOMO and LUMO = 7.3845 eV
Energy relative to the best compared isomer or geometry (same formula, charge and spin) = 27.7 kcal per mole
LUMO energy = -4.089 eV
E_HOMO = -11.47 eV
Net charge = +1

***

Record 2
The molecule C4H7F2N in a non-equilibrium geometry, computed with ωB97M-V/def2-TZVPD.

XYZ file:
```
14
Properties=species:S:1:pos:R:3:lowdin_spin:R:1
C 1.152 0.788 -0.506 0.06
C 0.190 -0.729 1.998 0.70
H -0.169 -0.464 -2.142 0.00
H 1.722 0.474 -1.328 0.00
N 0.054 -0.229 -0.355 0.19
C -0.503 -0.223 1.041 0.65
H -1.392 0.750 -1.721 0.00
H 0.727 1.676 -0.790 0.01
H 1.676 0.772 0.472 0.02
F -0.171 -0.874 3.256 0.18
H -1.700 -0.911 -1.323 0.00
C -0.976 -0.166 -1.442 0.02
F -1.777 0.324 1.134 0.13
H 1.166 -1.187 1.705 0.04
```

Results
E_tot = -410.8275 hartree
Gap between HOMO and LUMO (alpha / beta) = 5.1825 / 8.0424 eV
Energy relative to the best compared isomer or geometry (same formula, charge and spin) = 36.5 kcal per mole
LUMO energy (alpha / beta) = 0.872 / -1.721 eV
<S²> = 2.006
E_HOMO (alpha / beta) = -4.31 / -9.76 eV
Multiplicity = 3

***

Record 3
A 11-piece molecular cluster, C5H29N2O10 overall in a non-equilibrium geometry, computed with ωB97M-V/def2-TZVPD.

XYZ file:
```
46
Properties=species:S:1:pos:R:3:mulliken_charge:R:1
H 1.532 -1.257 -0.578 0.01
H 2.429 -1.459 -3.265 0.29
O -1.223 1.466 -2.406 -0.68
H -3.524 -0.379 -3.610 0.32
H 3.338 0.730 -1.418 0.25
H -4.192 -1.188 0.796 0.33
H 3.618 -0.389 2.518 0.30
N 1.199 1.638 0.429 0.35
N 0.561 1.689 2.499 -0.07
H 2.119 2.315 -3.079 0.26
H -2.976 -0.611 -2.180 0.33
H -5.222 -0.794 -0.119 0.28
H -3.276 1.523 3.173 0.32
H -0.317 -0.218 2.654 0.43
H -2.909 0.247 4.014 0.31
H 1.484 -3.271 2.134 0.29
O 2.851 -0.607 1.924 -0.63
H 0.256 2.166 3.408 0.33
C 0.501 -0.832 -0.218 1.54
H -1.257 1.182 -1.388 0.36
H 2.675 -2.488 1.551 0.35
O -2.610 1.580 0.055 -0.59
C 0.232 0.464 2.013 -0.34
H -2.804 2.017 -0.748 0.29
H 0.332 -0.325 -1.228 0.06
H 3.806 -0.749 -1.135 0.31
O 2.373 -3.412 1.813 -0.65
H -3.225 0.976 0.232 0.30
C 1.258 2.371 1.535 -0.42
O -2.798 1.205 3.992 -0.64
H -0.796 -2.572 -0.326 0.41
O 2.469 -2.073 -2.530 -0.54
O 3.262 -0.011 -0.703 -0.66
H 3.053 -0.266 1.042 0.37
H 0.891 1.435 -2.783 0.24
H 2.702 -2.906 -2.946 0.26
O 1.772 1.713 -2.418 -0.57
H -1.605 -1.116 0.099 0.20
H 1.781 3.298 1.616 0.47
H -0.546 -1.935 1.249 0.30
C 0.721 0.323 0.708 -0.58
O -4.303 -0.529 -0.006 -0.64
H 1.524 1.989 -0.477 0.21
H -1.785 1.094 -2.961 0.37
O -2.693 -0.430 -3.121 -0.68
C -0.674 -1.604 0.187 -1.75
```

Results
E_tot = -1069.5543 hartree
Gap between HOMO and LUMO = 9.4956 eV
Energy relative to the best compared isomer or geometry (same formula, charge and spin) = 56.7 kcal per mole
LUMO energy = -2.616 eV
E_HOMO = -12.11 eV
Net charge = +1

***

Record 4
C2H5NO as an isolated structure in a non-equilibrium geometry, computed with ωB97M-V/def2-TZVPD.

XYZ file:
```
9
Properties=species:S:1:pos:R:3:mulliken_charge:R:1
H 0.528 -0.292 1.091 0.25
H 1.248 -1.227 -0.848 0.25
H 0.631 -0.068 -2.019 0.29
H -0.531 -1.245 -1.524 0.28
H -0.687 1.968 0.044 0.28
C 0.318 -0.700 -1.145 -0.74
C -0.021 0.182 0.071 0.36
O -0.530 -0.760 1.110 -0.43
N 0.180 1.436 0.118 -0.54
```

Results
E_tot = -209.0349 hartree
Gap between HOMO and LUMO = 9.0735 eV
Energy relative to the best compared isomer or geometry (same formula, charge and spin) = 117.6 kcal per mole
LUMO energy = -0.187 eV
E_HOMO = -9.26 eV